(1)
C3H6N2O2 in the gas phase, computed with ωB97M-V/def2-TZVPD.

```
13
C3H6N2O2, DFT ωB97M-V/def2-TZVPD
C -0.327 -1.859 0.428
O 0.711 -0.913 0.111
C 0.169 0.453 -0.463
N -0.410 0.564 -1.562
N 0.548 1.158 0.599
C 0.460 2.538 0.612
O 0.805 3.224 1.545
H 0.144 -2.713 0.915
H -0.794 -2.176 -0.506
H -1.068 -1.392 1.083
H -0.436 -0.265 -2.144
H 0.961 -0.186 0.939
H 0.039 2.969 -0.318
```

Values from the calculation:
**E_LUMO**: 0.489 eV
**HOMO level**: -0.354 hartree
**2S+1**: 1
**DFT total energy**: -10280.8677 eV
**Energy relative to the best compared isomer or geometry (same formula, charge and spin)**: 90.6 kcal/mol

---

(2)
C4H9NO4 in the gas phase at a distorted geometry, computed with ωB97M-V/def2-TZVPD.

```
18
C4H9NO4, DFT ωB97M-V/def2-TZVPD
C -0.063 0.488 0.747
C 2.203 -0.380 0.849
C -0.159 -0.249 -1.570
N -0.427 -0.540 -0.169
C -1.878 -0.730 0.254
O 1.417 0.772 0.723
O -0.615 1.725 0.420
O -2.776 -0.123 -0.517
O -2.153 -1.455 1.155
H 0.089 2.375 0.557
H -2.377 0.615 -0.997
H -0.262 0.162 1.780
H 1.631 -1.142 1.410
H 2.418 -0.844 -0.126
H 3.156 -0.099 1.328
H -0.370 0.773 -1.909
H -0.740 -0.931 -2.195
H 0.906 -0.414 -1.740
```

Values from the calculation:
**E_LUMO**: 0.594 eV
**HOMO level**: -0.380 hartree
**2S+1**: 1
**DFT total energy**: -13973.2461 eV
**Energy relative to the best compared isomer or geometry (same formula, charge and spin)**: 44.1 kcal/mol
**SMILES**: CO[C@@H](O)N(C)C(=O)O

---

(3)
A gas-phase ion, CHF2O3S (charge -1) at a distorted geometry, computed with ωB97M-V/def2-TZVPD.

```
8
CHF2O3S, DFT ωB97M-V/def2-TZVPD
C -0.840 -0.296 0.000
O 0.921 1.164 1.222
O 0.922 1.163 -1.223
O 1.773 -0.785 0.001
F -1.061 -1.075 -1.085
F -1.060 -1.075 1.085
S 0.910 0.377 0.000
H -1.565 0.525 0.000
```

Values from the calculation:
**E_LUMO**: 4.212 eV
**HOMO level**: -0.193 hartree
**2S+1**: 1
**DFT total energy**: -23467.8806 eV
**Energy relative to the best compared isomer or geometry (same formula, charge and spin)**: 0.0 kcal/mol
**Total charge**: -1
**SMILES**: O=S(=O)([O-])C(F)F

---

(4)
A molecular structure, C28H33IrN5O5S3, computed with ωB97M-V/def2-TZVPD.

```
75
C28H33IrN5O5S3, DFT ωB97M-V/def2-TZVPD
Ir 0.012 0.040 -0.094
C 1.159 -0.476 6.411
C 1.847 -0.462 5.078
C 1.909 -1.608 4.296
C 2.435 -1.573 3.016
C 2.922 -0.380 2.510
C 2.918 0.768 3.291
C 2.377 0.720 4.564
S 3.422 -0.304 0.817
O 4.628 0.487 0.735
O 3.441 -1.649 0.311
N 2.201 0.460 0.089
C 2.027 1.810 0.133
C 2.982 2.835 0.237
C 2.543 4.136 0.189
C 1.187 4.428 0.023
C 0.307 3.377 -0.076
N 0.709 2.102 -0.013
H 1.132 -1.483 6.829
H 0.127 -0.136 6.292
H 1.658 0.183 7.123
H 1.480 -2.528 4.674
H 2.441 -2.452 2.385
H 3.318 1.695 2.902
H 2.340 1.622 5.164
H 4.024 2.575 0.341
H 3.264 4.942 0.266
H 0.823 5.444 -0.024
H -0.754 3.542 -0.208
O -3.464 -1.175 4.926
S -2.576 -0.102 4.539
O -2.192 0.815 5.593
N -1.269 -0.677 3.770
C -1.277 -0.144 2.543
O -0.296 -0.561 1.747
C -2.320 0.690 2.129
C -2.492 1.267 0.747
C -3.872 1.923 0.705
C -4.708 2.018 1.758
C -4.446 1.453 3.064
C -3.255 0.817 3.165
H -1.781 2.087 0.613
H -4.171 2.415 -0.212
H -5.644 2.550 1.610
H -5.153 1.519 3.877
C -2.264 1.844 -2.223
C -2.583 0.419 -1.752
C -4.090 0.132 -1.841
C -1.926 -0.531 -2.761
C -2.061 0.186 -0.312
H -2.475 1.951 -3.291
H -1.203 2.070 -2.073
H -2.839 2.606 -1.696
H -4.476 0.438 -2.819
H -4.671 0.628 -1.071
H -4.262 -0.942 -1.737
H -2.414 -0.422 -3.734
H -2.015 -1.571 -2.444
H -0.862 -0.320 -2.899
H -2.482 -0.768 0.039
C -0.101 -5.217 -1.264
N -0.416 -4.620 0.007
C -0.555 -5.432 1.210
C -0.778 -4.376 2.304
N -0.313 -3.166 1.647
C -0.204 -3.327 0.336
S 0.195 -2.125 -0.802
H -0.890 -5.912 -1.553
H 0.850 -5.757 -1.221
H -0.027 -4.436 -2.017
H 0.355 -6.017 1.383
H -1.395 -6.121 1.109
H -0.187 -4.579 3.196
H -1.825 -4.283 2.598
H -0.386 -2.216 2.028
```

Values from the calculation:
**E_LUMO**: 1.726 eV
**HOMO level**: -0.111 hartree
**2S+1**: 1
**DFT total energy**: -82604.8381 eV
**Energy relative to the best compared isomer or geometry (same formula, charge and spin)**: 30.4 kcal/mol
**Total charge**: -1

---

(5)
3 unconnected molecules or ions with the total composition C14H24Br4FN2O4S at a distorted geometry, computed with ωB97M-V/def2-TZVPD.

```
50
C14H24Br4FN2O4S, DFT ωB97M-V/def2-TZVPD
C 5.617 -1.010 -0.020
C 4.276 -0.600 -0.639
C 4.150 -1.401 -1.962
C 3.133 -1.053 0.300
C 1.923 -0.113 0.430
N 1.199 -0.458 1.692
C 0.667 -1.568 1.759
O 0.025 -2.527 1.827
S 0.779 -0.310 -0.988
O 0.982 0.734 -1.933
O 0.845 -1.636 -1.510
F -0.650 -0.110 -0.366
C 2.288 1.380 0.548
C 3.691 1.757 0.027
C 3.563 3.148 -0.640
C 4.646 1.928 1.221
N 4.196 0.832 -1.016
O 5.287 1.261 -1.535
H 5.570 -2.091 0.133
H 5.772 -0.585 0.972
H 6.449 -0.812 -0.689
H 4.935 -1.033 -2.625
H 3.173 -1.287 -2.422
H 4.399 -2.442 -1.753
H 2.748 -1.991 -0.109
H 3.482 -1.273 1.308
H 1.534 2.012 0.083
H 2.263 1.617 1.610
H 2.891 3.786 -0.069
H 4.551 3.602 -0.691
H 3.221 3.027 -1.668
H 5.680 2.005 0.880
H 4.404 2.873 1.705
H 4.592 1.088 1.915
Br -4.269 2.303 -1.042
C -3.769 0.514 -0.467
C -4.977 -0.327 -0.156
Br -5.769 0.162 1.556
H -3.107 0.631 0.384
H -3.215 0.087 -1.300
H -4.696 -1.373 -0.054
H -5.758 -0.233 -0.903
Br -9.411 -2.070 -1.325
C -9.239 -0.906 0.227
C -9.707 -1.582 1.486
Br -11.649 -1.662 1.585
H -9.793 0.000 0.003
H -8.179 -0.678 0.297
H -9.396 -1.010 2.358
H -9.346 -2.601 1.572
```

Values from the calculation:
**E_LUMO (spin up / spin down)**: 0.232 / -0.298 eV
**HOMO level (spin up / spin down)**: -0.333 / -0.370 hartree
**2S+1**: 2
**DFT total energy**: -319797.9292 eV
**<S²>**: 0.75

---

(6)
A molecular structure, C6H9NO2 at a distorted geometry, computed with ωB97M-V/def2-TZVPD.

```
18
C6H9NO2, DFT ωB97M-V/def2-TZVPD
C -0.772 -0.851 2.233
C -0.857 -0.712 0.688
C 0.720 -0.808 -1.131
C 0.407 0.581 -0.760
C -0.451 0.744 0.155
C 0.879 1.720 -1.603
H -1.615 -0.384 2.583
H -1.262 -1.985 2.482
H 0.020 -0.702 2.782
H -1.742 -0.955 0.408
H -0.163 -2.505 -0.198
H 1.880 -0.921 -0.953
H 0.397 -1.003 -1.906
H -1.200 1.453 0.826
H 1.518 3.541 -1.790
N 0.128 -1.576 -0.060
O 1.014 2.816 -0.953
O 1.098 1.547 -2.804
```

Values from the calculation:
**E_LUMO**: 0.421 eV
**HOMO level**: -0.314 hartree
**2S+1**: 1
**DFT total energy**: -11947.7877 eV
**Energy relative to the best compared isomer or geometry (same formula, charge and spin)**: 127.5 kcal/mol